1.
{
  "formula": "C57H35B3ClN2O12PS",
  "method": "ωB97M-V with the def2-TZVPD basis set",
  "total_charge": 0,
  "homo_ev": -9.28,
  "elements": ["N", "B", "O", "B", "N", "C", "S", "O", "B", "P", "O", "Cl", "O", "H", "H", "H", "C", "C", "C", "C", "C", "C", "C", "O", "C", "C", "C", "C", "C", "C", "C", "O", "H", "H", "H", "H", "H", "H", "H", "H", "C", "C", "C", "C", "C", "C", "C", "O", "C", "C", "C", "C", "C", "C", "C", "O", "H", "H", "H", "H", "H", "H", "H", "H", "C", "C", "C", "C", "C", "C", "C", "O", "C", "C", "C", "C", "C", "C", "C", "O", "H", "H", "H", "H", "H", "H", "H", "H", "C", "C", "C", "C", "C", "C", "C", "O", "C", "C", "C", "C", "C", "C", "C", "O", "H", "H", "H", "H", "H", "H", "H", "H"],
  "positions_angstrom": [[10.12840, 1.79501, -9.51818], [9.40565, 2.97497, -8.96825], [10.18922, 4.05631, -8.53316], [9.46989, 4.85963, -7.63110], [10.19238, 5.50042, -6.49334], [10.09917, 4.72688, -5.58083], [9.96925, 3.57029, -4.48291], [8.07814, 5.06976, -7.72001], [7.42191, 3.89169, -8.08330], [5.61315, 3.51728, -7.42667], [4.60163, 3.32335, -8.76405], [5.75706, 1.59539, -6.52920], [7.99016, 2.94288, -8.94898], [9.60562, 1.54679, -10.36927], [9.89160, 1.02893, -8.87231], [5.19703, 3.06873, -9.49749], [1.54945, -6.45469, -6.69890], [2.47612, -7.38672, -6.24026], [3.72006, -6.96809, -5.79263], [4.04747, -5.61599, -5.81253], [3.12687, -4.68503, -6.29497], [1.87486, -5.10752, -6.72694], [3.47618, -3.24358, -6.36938], [2.67088, -2.43238, -6.78623], [4.82843, -2.81279, -5.93351], [5.19210, -1.47454, -6.04985], [6.44847, -1.05748, -5.63364], [7.34205, -1.97847, -5.09060], [6.98593, -3.31379, -4.97788], [5.73282, -3.73700, -5.40721], [5.37544, -5.17580, -5.31404], [6.15691, -5.97928, -4.84380], [0.57427, -6.78197, -7.03946], [2.22558, -8.44065, -6.23025], [4.43662, -7.69550, -5.43149], [1.15254, -4.38650, -7.08994], [4.49708, -0.75804, -6.46877], [6.73956, -0.00577, -5.72884], [8.32082, -1.65220, -4.75866], [7.68635, -4.02614, -4.55933], [-4.94300, -5.74988, -0.14964], [-4.29109, -6.83091, -0.73639], [-3.39864, -6.62347, -1.77727], [-3.16271, -5.33478, -2.24434], [-3.83484, -4.25333, -1.67172], [-4.71650, -4.46408, -0.61601], [-3.63162, -2.87721, -2.19056], [-4.21446, -1.93507, -1.68829], [-2.71133, -2.67369, -3.33696], [-2.55246, -1.39871, -3.87223], [-1.68462, -1.19590, -4.93504], [-0.96443, -2.26433, -5.46233], [-1.12424, -3.53714, -4.93535], [-2.00358, -3.74796, -3.87899], [-2.19122, -5.12179, -3.34766], [-1.56562, -6.05622, -3.81031], [-5.63313, -5.91281, 0.66955], [-4.47870, -7.83635, -0.37887], [-2.88938, -7.46654, -2.22773], [-5.22971, -3.62576, -0.16050], [-3.10831, -0.56367, -3.46316], [-1.56608, -0.20356, -5.35339], [-0.28049, -2.10353, -6.28805], [-0.56535, -4.36594, -5.35202], [-0.98194, -0.95271, 1.72797], [-1.92554, -1.05650, 0.70976], [-3.19559, -0.52738, 0.88092], [-3.53204, 0.09866, 2.07760], [-2.59266, 0.18151, 3.10826], [-1.31420, -0.33601, 2.92461], [-2.95058, 0.80243, 4.40886], [-2.13161, 0.87901, 5.30605], [-4.32892, 1.32101, 4.59756], [-4.69708, 1.85358, 5.82833], [-5.97641, 2.35385, 6.01411], [-6.89245, 2.33184, 4.96588], [-6.53238, 1.79650, 3.73809], [-5.25342, 1.28107, 3.55268], [-4.88968, 0.67832, 2.24467], [-5.68965, 0.65486, 1.33013], [0.01298, -1.35905, 1.58845], [-1.66802, -1.54981, -0.22061], [-3.92265, -0.60683, 0.08324], [-0.57901, -0.26197, 3.71644], [-3.98847, 1.87573, 6.64554], [-6.26091, 2.76389, 6.97625], [-7.89013, 2.72949, 5.10946], [-7.24922, 1.77681, 2.92639], [-0.00258, 4.80641, 8.64712], [-0.85519, 3.89655, 8.02810], [-2.16777, 3.77366, 8.45587], [-2.63177, 4.55065, 9.51210], [-1.76988, 5.44590, 10.14856], [-0.45787, 5.57896, 9.70512], [-2.23546, 6.24731, 11.30907], [-1.48761, 7.02982, 11.86171], [-3.63060, 6.06808, 11.78744], [-4.06670, 6.76794, 12.90797], [-5.37062, 6.61814, 13.35521], [-6.24816, 5.77500, 12.67937], [-5.81694, 5.07121, 11.56558], [-4.50527, 5.20778, 11.12176], [-4.04471, 4.42204, 9.94894], [-4.80961, 3.68184, 9.35984], [1.02078, 4.90824, 8.30606], [-0.49532, 3.28431, 7.20960], [-2.82689, 3.06852, 7.96776], [0.21012, 6.28180, 10.18755], [-3.38839, 7.42754, 13.43515], [-5.70646, 7.16034, 14.23114], [-7.26884, 5.66436, 13.02580], [-6.50117, 4.41248, 11.04514]],
  "atomic_forces_ev_per_a": [[-1.25, 0.58, 0.30], [1.17, -1.09, -1.48], [-2.41, 0.03, 1.41], [0.67, 1.12, -0.71], [-0.66, -0.24, -1.14], [0.17, -1.64, 1.70], [0.12, 1.22, -0.78], [0.68, -1.97, 0.15], [-0.10, -0.53, -1.48], [-2.28, 0.93, 1.14], [2.42, -0.23, 0.28], [0.06, 1.68, -1.29], [1.08, 1.60, 1.48], [0.34, -0.16, 0.27], [0.38, 0.07, -0.32], [-0.82, -0.12, -0.01], [0.06, 0.02, 0.01], [0.04, 0.11, 0.01], [-0.13, -0.18, -0.03], [-0.15, 0.01, -0.09], [0.04, -0.12, 0.04], [-0.18, -0.18, -0.06], [-0.39, 0.39, -0.19], [0.04, -0.07, 0.05], [0.19, 0.01, 0.05], [0.16, 0.13, 0.04], [0.29, -0.13, 0.21], [-0.16, -0.06, -0.05], [0.20, 0.12, 0.04], [-0.05, 0.14, -0.04], [0.39, -0.39, 0.23], [-0.07, 0.08, -0.05], [0.04, 0.02, 0.04], [0.01, 0.05, 0.01], [0.05, 0.16, 0.03], [0.17, 0.07, 0.00], [-0.09, -0.18, 0.02], [0.10, -1.14, 0.29], [-0.05, -0.02, -0.01], [-0.15, -0.08, -0.06], [0.06, 0.00, -0.07], [0.02, 0.10, -0.03], [-0.08, -0.16, 0.12], [-0.13, 0.05, 0.11], [0.02, -0.17, 0.02], [-0.11, -0.08, 0.14], [-0.27, 0.39, 0.19], [0.05, -0.11, -0.11], [0.11, -0.02, -0.13], [0.08, 0.16, -0.11], [-0.02, -0.10, 0.06], [-0.04, 0.00, 0.02], [0.09, 0.13, -0.17], [-0.02, 0.14, 0.01], [0.31, -0.46, -0.24], [-0.07, 0.09, 0.03], [0.03, 0.02, -0.04], [0.02, 0.05, -0.01], [0.06, 0.15, -0.06], [0.09, 0.05, -0.13], [-0.02, -0.14, 0.09], [0.00, -0.05, 0.03], [0.01, -0.01, 0.07], [-0.10, -0.06, 0.15], [-0.08, 0.02, 0.00], [-0.02, 0.05, 0.11], [0.02, -0.02, -0.12], [0.24, -0.08, 0.09], [-0.04, -0.05, -0.15], [0.15, -0.10, -0.09], [0.40, 0.03, 0.41], [-0.07, 0.03, -0.07], [-0.16, 0.02, -0.03], [-0.15, 0.11, 0.12], [-0.03, 0.01, -0.02], [0.13, -0.06, -0.04], [-0.17, 0.09, 0.11], [0.01, 0.05, 0.15], [-0.37, -0.03, -0.47], [0.06, 0.00, 0.10], [-0.04, 0.02, 0.01], [-0.03, 0.04, 0.02], [-0.03, 0.07, 0.13], [-0.15, 0.05, 0.05], [0.03, -0.09, -0.13], [0.07, -0.02, -0.03], [0.05, -0.02, -0.01], [0.15, -0.08, -0.05], [-0.11, 0.00, 0.05], [0.01, 0.05, 0.03], [0.14, -0.05, -0.12], [0.16, 0.05, 0.02], [-0.02, -0.11, -0.12], [0.17, -0.05, -0.11], [0.39, 0.36, 0.23], [-0.08, -0.07, -0.04], [-0.18, -0.08, 0.03], [-0.13, 0.07, 0.16], [0.03, -0.04, -0.09], [0.08, 0.01, -0.03], [-0.16, 0.03, 0.13], [0.00, 0.11, 0.13], [-0.31, -0.36, -0.30], [0.02, 0.05, 0.02], [-0.05, 0.00, 0.02], [-0.05, 0.01, 0.03], [-0.05, 0.10, 0.11], [-0.15, -0.01, 0.08], [0.07, -0.06, -0.15], [0.02, -0.02, -0.04], [0.05, 0.00, -0.02], [0.16, -0.01, -0.06]],
  "lowdin_charge": [0.159, -0.592, 0.318, -0.589, 0.246, -0.727, 0.752, 0.258, -0.639, 0.670, -0.357, 0.337, 0.215, 0.082, 0.087, 0.047, -0.052, -0.051, 0.002, -0.082, -0.081, -0.012, -0.274, 0.097, -0.079, -0.027, -0.126, -0.051, -0.001, -0.084, -0.278, 0.105, 0.111, 0.109, 0.121, 0.111, 0.083, -0.031, 0.107, 0.121, -0.055, -0.056, 0.000, -0.083, -0.080, 0.004, -0.277, 0.085, -0.085, 0.002, -0.049, -0.045, 0.005, -0.080, -0.277, 0.103, 0.108, 0.108, 0.121, 0.123, 0.123, 0.110, 0.104, 0.101, -0.055, -0.048, 0.006, -0.076, -0.085, -0.004, -0.277, 0.094, -0.081, 0.004, -0.047, -0.054, -0.001, -0.084, -0.278, 0.109, 0.107, 0.103, 0.098, 0.119, 0.099, 0.103, 0.107, 0.120, -0.053, -0.045, 0.009, -0.080, -0.084, 0.000, -0.278, 0.105, -0.082, 0.000, -0.057, -0.058, -0.001, -0.083, -0.273, 0.096, 0.108, 0.110, 0.097, 0.121, 0.121, 0.107, 0.107, 0.120]
}

***

2.
{
  "formula": "C57H38F15GeMnNP2S",
  "method": "ωB97M-V with the def2-TZVPD basis set",
  "total_charge": 2,
  "spin_multiplicity": 4,
  "homo_ev": [-12.69, -12.68],
  "elements": ["Mn", "C", "C", "P", "C", "C", "C", "C", "C", "C", "C", "C", "C", "C", "C", "C", "P", "C", "C", "C", "C", "C", "C", "C", "C", "C", "C", "C", "C", "H", "H", "H", "H", "H", "H", "H", "H", "H", "H", "H", "H", "H", "H", "H", "H", "H", "H", "H", "H", "H", "H", "H", "H", "C", "C", "C", "C", "C", "C", "C", "C", "H", "H", "H", "H", "H", "C", "C", "C", "C", "C", "N", "H", "H", "H", "H", "H", "H", "H", "H", "H", "F", "C", "C", "C", "F", "C", "F", "C", "F", "C", "F", "Ge", "S", "C", "C", "F", "C", "F", "C", "F", "C", "F", "C", "F", "C", "C", "F", "C", "F", "C", "F", "C", "F", "C", "F"],
  "positions_angstrom": [[0.03459, -0.54608, -0.40452], [-2.45446, -2.48695, -1.69142], [-3.07537, -2.09054, -0.35653], [-3.26334, -0.22897, -0.36022], [-2.71283, 0.17252, 1.31946], [-1.21734, 0.19613, 1.41676], [-0.64809, 0.45345, 2.81378], [-1.64774, 0.75763, 3.86007], [-2.96593, 0.86889, 3.62403], [-3.50293, 0.60775, 2.32158], [-5.06720, -0.04354, -0.40282], [-5.91604, -0.77792, 0.42737], [-7.28409, -0.66195, 0.27056], [-7.80859, 0.17126, -0.70669], [-6.96602, 0.90497, -1.52637], [-5.59485, 0.79962, -1.37600], [-1.26381, -1.17422, -2.23270], [-0.33607, -1.96217, -3.58472], [-0.17741, -3.33623, -3.73506], [0.50763, -3.83226, -4.83219], [1.04138, -2.96984, -5.77582], [0.90396, -1.59852, -5.61822], [0.22211, -1.09611, -4.52729], [-2.20645, 0.05003, -3.19271], [-1.92246, 1.40608, -3.06260], [-2.54994, 2.32430, -3.88403], [-3.47048, 1.89140, -4.82681], [-3.74243, 0.53829, -4.96314], [-3.10864, -0.39074, -4.15735], [-3.22127, -2.57097, -2.46630], [-1.93847, -3.44780, -1.61709], [-2.43935, -2.39890, 0.48182], [-4.05887, -2.54937, -0.22568], [-0.82910, -0.77720, 1.00347], [-0.04773, -0.39709, 3.15315], [-1.24450, 0.91772, 4.85182], [-3.65238, 1.09969, 4.42304], [-4.56742, 0.69581, 2.16150], [-5.51085, -1.43071, 1.18922], [-7.94151, -1.23126, 0.91043], [-8.87777, 0.23840, -0.83176], [-7.37522, 1.55208, -2.28663], [-4.92477, 1.35858, -2.01523], [-0.58815, -4.02769, -3.01527], [0.61919, -4.89913, -4.95399], [1.56223, -3.36581, -6.63469], [1.32230, -0.92804, -6.35317], [0.10483, -0.02925, -4.39524], [-1.19560, 1.72861, -2.32573], [-2.31818, 3.37368, -3.79442], [-3.96420, 2.60957, -5.46307], [-4.44205, 0.20089, -5.71180], [-3.29223, -1.44600, -4.30369], [1.38736, -0.25314, -1.69552], [2.42712, -0.17996, -2.35080], [3.68526, -0.12160, -2.96250], [4.18789, 1.07147, -3.51288], [5.48279, 1.11327, -3.98221], [6.29624, -0.01425, -3.91048], [5.79097, -1.20975, -3.40760], [4.49800, -1.27358, -2.94085], [3.55962, 1.94917, -3.53594], [5.87557, 2.03050, -4.39222], [7.32208, 0.04076, -4.24083], [6.42043, -2.08529, -3.36881], [4.09393, -2.18677, -2.53115], [0.99886, -5.69383, 0.24793], [1.29198, -4.42549, 1.06166], [0.58131, -4.46779, 2.42555], [2.80513, -4.21989, 1.25161], [0.81053, -3.28940, 0.33525], [0.42264, -2.36713, -0.24370], [1.36329, -6.56009, 0.79266], [1.49954, -5.65326, -0.71602], [-0.07030, -5.81584, 0.08948], [0.92575, -5.34328, 2.96928], [-0.49796, -4.54175, 2.30839], [0.81337, -3.58528, 3.01941], [3.21082, -5.06917, 1.79526], [3.00657, -3.31579, 1.82374], [3.30803, -4.13971, 0.29052], [1.38425, 4.17714, 0.68349], [0.49718, 4.69403, 1.54697], [-0.00596, 3.85489, 2.52141], [-0.95112, 4.35307, 3.39865], [-1.40727, 3.51575, 4.34094], [-1.39010, 5.66732, 3.33504], [-2.30299, 6.11873, 4.18159], [-0.84694, 6.50971, 2.36127], [-1.24914, 7.76536, 2.27568], [0.10612, 6.02402, 1.46389], [0.63403, 6.82614, 0.54836], [0.73302, 2.04965, 2.82961], [-0.60141, 1.44371, 0.22669], [1.55619, 1.99364, 4.64430], [2.18890, 0.81363, 4.98880], [2.13155, -0.19310, 4.07732], [2.87939, 0.63971, 6.17602], [3.48521, -0.51309, 6.44477], [2.93665, 1.70388, 7.07747], [3.59853, 1.56637, 8.21191], [2.31146, 2.91089, 6.75913], [2.37248, 3.92859, 7.60263], [1.64424, 3.04157, 5.54200], [1.09821, 4.21270, 5.21328], [2.43019, 1.67091, 1.81867], [2.64383, 0.48980, 1.15102], [1.59192, -0.39694, 1.07489], [3.84381, 0.14605, 0.55161], [3.97655, -1.04841, -0.02827], [4.89223, 1.06121, 0.59001], [6.03788, 0.79334, -0.01918], [4.72430, 2.26283, 1.28473], [5.72983, 3.11572, 1.36565], [3.50650, 2.53792, 1.90341], [3.33761, 3.64806, 2.61997]],
  "atomic_forces_ev_per_a": [[1.32, 2.40, -2.21], [0.29, 0.00, 0.40], [-0.21, 0.19, 0.16], [-0.57, -0.48, 0.66], [-0.96, 0.03, -0.10], [-0.58, 1.66, 0.37], [1.22, 0.42, 0.02], [-0.90, 0.12, 0.03], [0.85, 0.11, 0.81], [0.53, -0.62, -0.90], [0.28, 0.04, -0.05], [0.04, 0.13, -0.14], [-0.03, -0.11, 0.14], [0.03, 0.04, -0.07], [-0.16, 0.02, -0.01], [0.12, -0.06, 0.11], [-1.05, -0.78, -1.86], [0.23, 0.15, 0.28], [-0.01, 0.12, 0.16], [0.04, -0.12, -0.08], [-0.01, -0.08, 0.08], [-0.03, 0.09, 0.01], [-0.05, -0.06, -0.05], [0.40, 0.39, 0.11], [0.16, -0.08, -0.02], [-0.03, -0.02, 0.06], [-0.01, -0.04, -0.01], [-0.11, 0.08, -0.05], [0.28, -0.11, 0.16], [0.19, 0.07, -0.06], [-0.05, 0.14, -0.12], [-0.07, 0.00, -0.08], [0.22, -0.08, 0.06], [-0.65, -0.92, 1.31], [0.08, 0.12, -0.05], [-0.07, -0.01, 0.07], [0.02, 0.10, 0.13], [-0.08, 0.00, -0.04], [0.00, -0.06, 0.03], [-0.09, -0.02, 0.03], [-0.11, 0.04, -0.01], [-0.06, 0.06, -0.06], [0.02, 0.06, -0.09], [-0.02, -0.09, 0.03], [-0.01, -0.08, -0.01], [0.04, -0.03, -0.05], [0.02, 0.09, -0.04], [0.06, 0.05, -0.13], [-0.10, 0.07, -0.12], [0.02, 0.12, 0.02], [-0.04, 0.04, -0.08], [-0.09, -0.04, -0.06], [-0.06, -0.05, -0.05], [0.09, 0.41, -0.26], [-1.52, 0.06, 0.96], [1.01, -0.10, -0.50], [-0.31, -0.31, 0.27], [0.28, -0.08, -0.04], [-0.28, 0.02, 0.05], [0.21, 0.07, -0.08], [-0.35, 0.39, -0.01], [-0.04, 0.08, -0.02], [0.03, 0.09, -0.03], [0.06, -0.01, -0.08], [0.05, -0.08, -0.01], [0.01, -0.09, 0.03], [-0.08, 0.11, -0.16], [0.46, -0.73, 0.58], [-0.13, 0.15, -0.03], [0.06, 0.11, -0.07], [-0.62, 1.02, -0.87], [0.49, -2.66, 1.05], [0.07, -0.02, 0.09], [0.04, -0.06, -0.10], [-0.09, -0.05, -0.02], [0.06, -0.07, 0.00], [-0.08, -0.04, 0.00], [0.02, 0.05, 0.03], [-0.01, -0.08, 0.02], [0.02, 0.03, 0.04], [0.09, -0.04, -0.04], [-0.01, 0.45, -0.22], [-0.16, -0.05, 0.20], [0.09, -0.64, -0.02], [0.13, 0.05, -0.22], [-0.20, 0.41, 0.12], [0.14, -0.17, -0.11], [0.01, 0.06, -0.02], [0.06, -0.33, -0.01], [0.06, -0.14, 0.03], [0.04, -0.17, 0.06], [-0.09, 0.01, -0.01], [0.39, -0.39, 0.59], [0.21, -0.02, -0.60], [-0.29, -0.08, -0.22], [-0.09, 0.20, -0.02], [0.19, -0.26, 0.40], [-0.07, 0.05, -0.15], [-0.02, 0.06, 0.06], [-0.19, 0.03, -0.40], [-0.10, 0.06, -0.07], [0.00, -0.12, -0.18], [0.03, 0.00, 0.03], [0.14, -0.29, 0.07], [0.12, 0.19, 0.39], [-0.57, -0.15, 0.02], [0.36, 0.67, 0.00], [0.49, -0.53, 0.54], [-0.25, -0.01, 0.10], [0.16, 0.03, 0.07], [-0.29, 0.08, 0.14], [-0.16, -0.01, 0.15], [-0.18, -0.06, 0.07], [0.02, 0.02, -0.04], [-0.14, -0.36, -0.10], [0.36, 0.20, -0.10]],
  "lowdin_charge": [0.338, -0.329, -0.344, 1.057, -0.398, -0.632, -0.288, -0.106, -0.058, -0.045, -0.367, -0.107, -0.059, -0.053, -0.058, -0.086, 1.030, -0.344, -0.077, -0.059, -0.045, -0.042, -0.096, -0.413, -0.130, -0.055, -0.053, -0.051, -0.076, 0.098, 0.071, 0.076, 0.085, 0.038, 0.106, 0.119, 0.120, 0.110, 0.111, 0.114, 0.115, 0.113, 0.094, 0.090, 0.114, 0.118, 0.118, 0.110, 0.050, 0.116, 0.116, 0.117, 0.112, -0.083, -0.039, -0.249, -0.012, -0.055, -0.040, -0.054, -0.029, 0.121, 0.115, 0.116, 0.114, 0.115, -0.007, -0.566, -0.004, -0.003, -0.010, 0.150, 0.106, 0.097, 0.095, 0.107, 0.096, 0.092, 0.108, 0.093, 0.097, 0.083, -0.225, -0.133, -0.228, 0.095, -0.127, 0.152, -0.109, 0.165, -0.125, 0.146, 1.131, 0.833, -0.107, -0.209, 0.057, -0.132, 0.137, -0.115, 0.165, -0.123, 0.154, -0.202, 0.116, -0.110, -0.204, -0.036, -0.136, 0.115, -0.108, 0.157, -0.114, 0.162, -0.208, 0.125]
}